--- A ---
137
Properties=species:S:1:pos:R:3 method="wB97M-V/def2-TZVPD" smiles="C[C@H]1COC(=O)O1.C[C@H]1COC(=O)O1.C[C@H]1COC(=O)O1.C[C@H]1COC(=O)O1.C[C@H]1COC(=O)O1.C[C@H]1COC(=O)O1.C[C@H]1COC(=O)O1.C[C@H]1COC(=O)O1.C[C@H]1COC(=O)O1.O=C1OCCO1.O=C1OCCO1" charge=0 gap_ev=10.07
C 0.46899 3.91377 1.60135
C 1.91824 3.84069 2.01301
C 2.40120 4.52976 3.27343
O 3.59061 3.81009 3.59998
C 3.44562 2.55513 3.08115
O 4.23996 1.68907 3.26750
O 2.44331 2.51575 2.21020
H 0.21700 3.25217 0.77392
H 0.25368 4.87262 1.11414
H -0.26823 3.93166 2.40456
H 2.47528 4.30911 1.19489
H 1.66426 4.53889 4.08158
H 2.71615 5.55745 3.09780
C 2.35418 0.75423 -5.31321
C 3.21394 1.53420 -4.34757
C 3.52564 3.01066 -4.65643
O 3.40450 3.63889 -3.37834
C 3.09975 2.74820 -2.44442
O 3.17270 2.88827 -1.25554
O 2.65500 1.61342 -3.03896
H 2.85131 0.59114 -6.27361
H 1.44941 1.25497 -5.66991
H 2.11174 -0.22498 -4.90487
H 4.20799 1.07258 -4.32524
H 2.71243 3.46598 -5.23271
H 4.49365 3.19255 -5.11237
C 2.44556 -5.06380 -1.96050
C 1.16713 -4.25058 -2.08070
C -0.09038 -5.15199 -2.32202
O -1.06412 -4.63475 -1.45905
C -0.54523 -3.64591 -0.70159
O -1.10563 -3.01365 0.11911
O 0.79380 -3.52934 -0.91856
H 2.25406 -5.98247 -1.39734
H 3.27874 -4.55874 -1.48693
H 2.62423 -5.42864 -2.97386
H 1.20699 -3.59340 -2.95033
H 0.08057 -6.21877 -2.17427
H -0.30303 -5.01304 -3.38679
C 4.32815 -0.36183 1.67288
C 3.63305 -0.19707 0.32855
C 4.42100 0.64141 -0.69217
O 4.40065 -0.15468 -1.87654
C 3.95596 -1.40164 -1.57593
O 3.99448 -2.29970 -2.36908
O 3.61921 -1.48887 -0.30382
H 5.37588 -0.57756 1.45392
H 3.93366 -1.22154 2.21050
H 4.27203 0.53755 2.28332
H 2.57835 0.09114 0.32487
H 5.47435 0.68973 -0.38695
H 4.12613 1.67735 -0.84601
C -6.58012 2.78242 -1.45718
C -5.14224 2.31488 -1.66326
C -4.38557 3.13588 -2.74930
O -3.40694 3.87571 -2.01959
C -3.31500 3.33539 -0.77965
O -2.39200 3.51885 -0.03905
O -4.42688 2.71042 -0.48415
H -6.62812 3.84409 -1.21913
H -7.00088 2.21231 -0.62739
H -7.23026 2.59644 -2.31234
H -5.07866 1.24323 -1.83389
H -4.99068 3.83823 -3.32538
H -3.91844 2.53369 -3.53392
C -1.01358 -4.55482 3.39172
C 0.38676 -5.15659 3.37619
C 1.49296 -4.18739 2.90757
O 2.54313 -4.44321 3.85622
C 2.11474 -5.25334 4.85235
O 2.74972 -5.71986 5.74223
O 0.79141 -5.45410 4.71142
H -1.56229 -4.47199 2.45526
H -0.89469 -3.53166 3.76527
H -1.69799 -4.96228 4.13773
H 0.46290 -6.13639 2.89744
H 1.22316 -3.14013 3.01505
H 1.79560 -4.54890 1.92770
C 1.24536 1.86773 6.28262
C 1.24131 0.39165 6.02368
C 2.55008 -0.20998 5.44686
O 2.73308 -1.37402 6.24578
C 1.91958 -1.38010 7.31310
O 1.88861 -2.22044 8.17172
O 1.19242 -0.28296 7.30527
H 0.39045 2.42091 6.66614
H 1.40710 2.30581 5.28416
H 2.12061 2.25483 6.80907
H 0.42016 -0.03560 5.44447
H 3.35321 0.52560 5.51031
H 2.40365 -0.64168 4.45845
C -2.59374 -2.85922 -5.97432
C -3.15356 -2.08861 -4.78054
C -2.69661 -2.50828 -3.36264
O -1.88190 -1.47359 -2.91238
C -1.88610 -0.42214 -3.73279
O -1.31814 0.60227 -3.54849
O -2.64804 -0.72155 -4.82264
H -2.82250 -2.30520 -6.88551
H -3.14869 -3.78641 -6.12083
H -1.51957 -2.97999 -5.84443
H -4.23042 -2.01535 -4.92326
H -2.14388 -3.43943 -3.46752
H -3.57830 -2.55217 -2.72400
C -5.69021 -0.52906 3.88767
C -4.64084 -0.09439 2.87471
C -3.48777 -1.08834 2.65695
O -3.36424 -1.11233 1.22751
C -4.53616 -0.73362 0.68802
O -4.82741 -0.90578 -0.46249
O -5.26998 -0.08426 1.57718
H -5.29903 -0.65693 4.90312
H -6.20565 -1.45238 3.62577
H -6.43210 0.24173 4.10896
H -4.41830 0.94211 3.12757
H -3.85070 -2.08742 2.90856
H -2.53434 -0.84950 3.11597
O 0.71761 6.44820 -5.02571
C 0.38805 5.47539 -4.41796
O 0.24477 5.45742 -3.08797
C -0.05354 4.13789 -2.64464
C -0.54433 3.45079 -3.91874
O -0.02170 4.31769 -4.95304
H 0.91247 3.75533 -2.30906
H -0.77434 4.03192 -1.83718
H -1.61840 3.29945 -3.95292
H 0.02823 2.55098 -4.12649
O 0.21959 -0.57233 2.86849
C 0.10528 -0.20448 1.74552
O 0.91204 -0.55645 0.69303
C 0.46952 0.08980 -0.49799
C -0.95614 0.49729 -0.11925
O -0.93647 0.50657 1.29900
H 1.10184 0.92122 -0.80655
H 0.40666 -0.71556 -1.22867
H -1.67601 -0.15001 -0.61777
H -1.18253 1.51051 -0.44682

=====

--- B ---
137
Properties=species:S:1:pos:R:3 method="wB97M-V/def2-TZVPD" smiles="C[C@H]1COC(=O)O1.C[C@H]1COC(=O)O1.C[C@H]1COC(=O)O1.C[C@H]1COC(=O)O1.C[C@H]1COC(=O)O1.C[C@H]1COC(=O)O1.C[C@H]1COC(=O)O1.C[C@H]1COC(=O)O1.C[C@H]1COC(=O)O1.O=C1OCCO1.O=C1OCCO1" charge=0 gap_ev=10.42
C -2.97612 2.10024 6.53063
C -2.42703 0.83080 7.24747
C -1.23205 1.06127 8.12297
O -1.68153 0.77009 9.32054
C -2.94733 0.41317 9.34216
O -3.61752 0.23090 10.32910
O -3.41713 0.27898 8.11853
H -3.69335 1.90452 5.73352
H -2.10025 2.52744 6.04231
H -3.24188 2.74569 7.36781
H -2.18708 -0.00976 6.59633
H -0.73675 2.03167 8.08988
H -0.45384 0.34006 7.87324
C -9.17390 2.49499 0.93226
C -9.01851 1.24602 0.03197
C -9.35492 1.37633 -1.43706
O -8.30625 0.74897 -2.04047
C -7.30434 0.40631 -1.20946
O -6.21086 -0.07069 -1.50685
O -7.70978 0.80264 0.09639
H -8.97994 2.32107 1.99068
H -10.24666 2.68447 0.96919
H -8.53222 3.34947 0.71731
H -9.53405 0.45536 0.57711
H -9.36041 2.40011 -1.81114
H -10.32359 1.00152 -1.76766
C 7.50998 -0.09472 -0.71795
C 7.17727 1.38818 -0.44361
C 8.23639 2.41777 -0.51631
O 7.68842 3.36892 -1.37915
C 6.55329 2.91023 -1.95049
O 5.79812 3.32629 -2.85117
O 6.35454 1.69721 -1.49462
H 8.18390 -0.45171 0.06083
H 8.16619 -0.25454 -1.57350
H 6.74288 -0.86661 -0.65597
H 6.56470 1.55716 0.44200
H 9.27098 2.09772 -0.63997
H 8.22297 2.93354 0.44386
C 2.72139 6.21616 5.26394
C 3.47053 7.05227 4.19987
C 3.43262 6.49473 2.76695
O 3.28130 7.72712 2.07035
C 2.80462 8.63282 2.86195
O 2.25518 9.63440 2.42737
O 2.86888 8.27428 4.07681
H 3.22372 5.26669 5.44899
H 1.75426 5.94702 4.83928
H 2.58361 6.79981 6.17415
H 4.51098 7.10183 4.52097
H 2.75024 5.66472 2.58376
H 4.36543 6.07089 2.39502
C -3.01348 -6.16153 3.88636
C -4.20711 -6.11688 3.02111
C -4.13298 -5.02584 2.02370
O -4.00337 -5.67640 0.74761
C -4.03503 -6.96400 0.92074
O -3.69286 -7.73735 0.03595
O -4.42502 -7.24835 2.20279
H -2.13495 -6.14750 3.24132
H -3.12936 -7.10438 4.42087
H -2.84442 -5.33255 4.57359
H -5.13476 -6.07089 3.59159
H -3.22373 -4.46555 2.24149
H -4.99592 -4.36213 2.07796
C -0.15830 1.58904 -0.73646
C -0.14682 0.57593 0.34657
C 0.80517 -0.59690 0.07024
O 1.65879 -0.55305 1.21602
C 1.43055 0.42643 2.06129
O 2.09920 0.62305 3.03907
O 0.42299 1.14790 1.55264
H -0.94410 2.28134 -0.43427
H -0.32856 1.09726 -1.69420
H 0.81912 2.07121 -0.75300
H -1.05921 -0.01320 0.43929
H 1.41540 -0.58400 -0.83284
H 0.14319 -1.46207 0.03302
C -0.32877 7.53836 -3.72054
C -1.71219 8.23503 -3.36513
C -2.43435 8.67270 -4.52209
O -3.68183 8.05945 -4.48453
C -3.81583 7.32175 -3.39366
O -4.73960 6.62297 -3.06337
O -2.65352 7.34197 -2.73939
H 0.34336 8.18118 -4.28898
H -0.46557 6.72046 -4.42794
H 0.31664 7.22773 -2.89892
H -1.49039 9.10375 -2.74528
H -1.89571 8.25507 -5.37271
H -2.42409 9.75627 -4.63980
C 4.40038 -8.94035 -2.74939
C 3.62352 -7.68806 -2.35706
C 2.29744 -8.13165 -1.75083
O 2.49122 -7.76475 -0.37167
C 3.53299 -6.88030 -0.24551
O 3.92112 -6.34010 0.82286
O 4.27422 -6.85672 -1.33802
H 3.94292 -9.53630 -3.53911
H 4.52469 -9.52610 -1.83861
H 5.39737 -8.61762 -3.04931
H 3.51865 -7.04132 -3.22817
H 1.95759 -9.13348 -2.01340
H 1.57986 -7.46025 -2.22241
C 3.21641 0.33689 -9.37560
C 3.46700 -0.70574 -8.27120
C 2.69098 -0.67008 -6.92412
O 2.25210 -2.06367 -6.76414
C 2.64590 -2.79424 -7.74154
O 2.29202 -3.95230 -7.86724
O 3.09655 -1.98175 -8.78233
H 3.17368 1.29883 -8.86476
H 2.26799 0.15337 -9.88048
H 3.92521 0.24840 -10.19892
H 4.54588 -0.72273 -8.11686
H 1.94700 0.07912 -7.19483
H 3.27968 -0.23163 -6.11833
O -4.40890 -1.76523 -10.45746
C -4.47977 -2.10744 -9.32072
O -5.49922 -2.52423 -8.71577
C -5.30971 -3.00912 -7.45093
C -3.91332 -2.47105 -7.18831
O -3.50667 -2.38387 -8.53525
H -6.16351 -2.61359 -6.90075
H -5.37969 -4.09673 -7.43369
H -3.27956 -3.22465 -6.72084
H -3.76510 -1.49407 -6.72823
O 1.61223 -5.12319 9.47090
C 2.46769 -4.35255 9.10768
O 2.89278 -4.13314 7.83388
C 4.22503 -3.60979 7.85656
C 4.32014 -2.93572 9.26099
O 3.17706 -3.50122 9.94882
H 5.00698 -4.36482 7.77534
H 4.40163 -2.88838 7.05877
H 4.12300 -1.86604 9.19022
H 5.28887 -3.19270 9.68951

=====

Relative to the most stable structure, the computed energies are A 0.0; B 598.7, all in kJ/mol.

=====

--- A ---
19
Properties=species:S:1:pos:R:3 method="wB97M-V/def2-TZVPD" charge=-1 gap_ev=5.89
C -1.44796 -1.63841 -0.79401
O -1.13839 -2.49427 0.20171
C -0.31885 -0.65197 -1.05008
C -0.90765 0.82432 -0.23740
C 0.24994 1.56066 0.21600
C 0.67772 1.56182 1.57009
O 1.72911 1.95148 1.95398
H -1.40069 -2.34805 -1.64631
H -2.53567 -1.18222 -0.68821
H 0.03250 -0.68398 -1.99194
H 0.50809 -0.99518 -0.48808
H -1.51057 1.39115 -1.02273
H -1.50876 0.25351 0.49122
H 0.81061 2.03326 -0.57977
H -1.20271 -2.07703 1.03004
H 0.12216 1.10177 2.42938
H 2.87909 1.14413 0.45579
H 1.99125 0.01578 0.08319
O 2.97079 0.23323 0.06716

=====

--- B ---
19
Properties=species:S:1:pos:R:3 method="wB97M-V/def2-TZVPD" charge=-1 gap_ev=8.17
C 0.68808 2.19835 -2.28863
C -0.69339 1.52198 -2.16200
O -0.79954 0.58743 -1.31996
O -1.59876 1.97672 -2.88973
H 1.11542 2.25888 -1.28919
H 0.55771 3.22496 -2.60804
H 1.32669 1.64784 -2.97599
C 0.28630 -1.48465 1.04547
C 0.66523 -0.64761 2.29680
C -1.23832 -1.47021 0.91535
O 1.01269 -1.11605 -0.09257
H 0.60189 -2.50173 1.26901
H 0.66032 -1.36429 3.11866
H -1.66641 -1.16942 1.86952
H -1.67561 -0.70145 0.27673
H -1.61259 -2.46183 0.65486
H 0.56510 -0.41476 -0.58529
H 0.08455 0.25278 2.46384
H 1.72064 -0.33693 2.30115

=====

--- C ---
19
Properties=species:S:1:pos:R:3 method="wB97M-V/def2-TZVPD" charge=-1 gap_ev=8.28
C 1.79432 0.08687 0.05289
C 0.83575 1.13347 0.65420
C 1.83963 -1.21387 0.83402
O 1.56747 -0.09889 -1.31835
H 2.78907 0.56190 0.08545
H 0.90661 1.96122 -0.05923
H 1.98600 -1.05034 1.90014
H 0.92978 -1.78462 0.63176
H 2.65471 -1.83474 0.44378
H 0.64901 -0.42811 -1.45107
H 1.22035 1.53964 1.59318
H -0.18855 0.78464 0.74219
C -2.67667 0.66860 -0.54013
C -2.10511 -0.81544 -0.63811
O -1.03768 -0.93076 -1.28369
O -2.87548 -1.67163 -0.17526
H -3.71976 0.66164 -0.83509
H -2.04559 1.35806 -1.10905
H -2.52385 1.07236 0.47236

=====

Relative to the most stable structure, the computed energies are A 370.1; B 21.3; C 0.0, all in kJ/mol.

=====

--- A ---
19
Properties=species:S:1:pos:R:3 method="wB97M-V/def2-TZVPD" charge=-1 gap_ev=8.09
C -0.76304 -0.74433 -0.31037
C -2.25665 -0.47932 -0.11932
C -0.55683 -2.27779 -0.03134
O -0.49094 -0.57657 -1.68616
H -0.11810 -0.12216 0.32504
H -2.36970 0.55846 -0.46965
H -1.25070 -2.90888 -0.60038
H 0.40021 -2.55133 -0.47902
H -0.60748 -2.59325 1.01114
H 0.29558 0.00079 -1.69275
H -2.64196 -0.75011 0.85782
H -2.81267 -1.00918 -0.89717
C 1.92632 1.70751 1.27611
C 1.86772 2.14808 -0.26075
O 2.29922 3.25731 -0.59517
O 1.47385 1.19441 -0.99197
H 2.04819 0.64769 1.32661
H 0.94419 2.08742 1.59153
H 2.61278 2.41124 1.74579

=====

--- B ---
19
Properties=species:S:1:pos:R:3 method="wB97M-V/def2-TZVPD" charge=-1 gap_ev=7.85
C 1.61753 -1.42624 -1.64183
C 0.89272 -2.02869 -0.42424
O 0.93512 -1.30060 0.60537
O 0.37797 -3.15810 -0.53447
H 1.18494 -0.44446 -1.86029
H 1.68654 -2.09403 -2.50476
H 2.63925 -1.20064 -1.31774
C -0.83452 2.08650 0.78324
C -1.67946 2.50508 -0.42317
C -1.40252 0.89026 1.50242
O 0.46564 1.74973 0.26388
H -0.67406 2.92840 1.46848
H -2.75450 2.44155 -0.22189
H -2.28849 1.13951 2.09614
H -1.61044 0.10096 0.77343
H -0.64384 0.42324 2.13833
H 0.64502 0.85774 0.61343
H -1.42530 1.78582 -1.20194
H -1.47550 3.53497 -0.72891

=====

Relative to the most stable structure, the computed energies are A 25.2; B 0.0, all in kJ/mol.

=====

--- A ---
23
Properties=species:S:1:pos:R:3 method="wB97M-V/def2-TZVPD" smiles="CC1=C(C)[N+]1=CC(C)C" charge=+1 gap_ev=10.26
C -0.69464 3.02149 -1.14768
C 0.01708 2.09029 -0.27982
C 0.89774 1.91144 0.68175
C 1.86534 1.88268 1.73300
N 0.06742 0.70069 -0.10674
C -0.45376 -0.41265 -0.55670
C -0.09299 -1.73770 -0.01224
C -1.26524 -2.24870 0.84031
C 0.18717 -2.70361 -1.16600
H -1.43572 2.50087 -1.74719
H 0.01159 3.51836 -1.81406
H -1.18441 3.79195 -0.55442
H 1.76935 0.97968 2.33649
H 1.70333 2.74870 2.37823
H 2.88110 1.92705 1.33275
H -1.19383 -0.33326 -1.34648
H 0.79362 -1.64423 0.62160
H -1.50958 -1.54898 1.63610
H -0.98909 -3.19913 1.28660
H -2.14659 -2.40221 0.22317
H 0.98739 -2.32861 -1.79953
H -0.70412 -2.84564 -1.77048
H 0.48883 -3.66851 -0.76866

=====

--- B ---
23
Properties=species:S:1:pos:R:3 method="wB97M-V/def2-TZVPD" charge=+1 gap_ev=8.16
C -1.47775 -1.16960 -0.04925
C -2.43570 -0.46607 0.31437
C 2.70095 0.26438 0.45597
C -0.61887 -2.19438 -0.42269
C 3.48800 1.47861 0.17551
C 0.53249 -2.47383 0.24550
C -2.95205 1.69622 -0.56671
C -3.34070 0.64063 0.49616
N 2.05547 -0.49261 -0.36023
H 2.61249 0.07955 1.48109
H 3.08034 2.33593 0.71373
H 3.70501 2.01193 -0.76287
H 4.54244 1.54223 0.54320
H 0.60475 -2.11291 1.23318
H 1.40267 -1.32154 -0.20104
H 1.08306 -3.28401 -0.02603
H -1.97605 2.00735 -0.30606
H -3.73995 2.49760 -0.49976
H -3.04900 1.36334 -1.55468
H -4.27306 0.07578 0.17474
H -3.41531 0.70278 1.60165
H 2.19994 -0.42503 -1.34461
H -0.72917 -2.75635 -1.34116

=====

Relative to the most stable structure, the computed energies are A 0.0; B 148.0, all in kJ/mol.

=====

--- A ---
9
Properties=species:S:1:pos:R:3 method="wB97M-V/def2-TZVPD" charge=0 gap_ev=9.68
N -0.43881 1.13031 0.43841
O 0.88235 -1.41251 0.11651
O -0.96968 -0.54642 -1.65778
P -1.44714 0.06430 -0.38793
S -3.12474 -0.33384 0.40340
H 0.32727 1.59571 -0.06332
H -0.93410 1.77703 1.07277
H 1.50056 -2.03940 0.54199
H 0.72894 -2.30528 -0.82638

=====

--- B ---
9
Properties=species:S:1:pos:R:3 method="wB97M-V/def2-TZVPD" charge=0 gap_ev="8.61 / 8.59"
N 0.79736 0.97722 -1.14742
O 1.02172 0.40863 1.35652
O 2.16518 -1.02070 -0.37306
P -0.90189 -1.50532 -0.04307
S 1.02115 -0.27823 0.07768
H 0.88044 1.69945 -0.47174
H 1.62292 0.81859 -1.68067
H -1.31112 -0.79649 0.99227
H 0.62087 -2.48733 1.44107

=====

--- C ---
9
Properties=species:S:1:pos:R:3 method="wB97M-V/def2-TZVPD" smiles="NP(O)(O)=S" charge=0 gap_ev=10.29
N -0.46463 -1.10714 0.92018
P 0.02061 0.29168 0.15862
O -0.56393 -0.07932 -1.76740
O 1.60438 0.03777 -0.05688
S -0.56266 1.98344 0.82142
H -1.13915 -0.86077 1.57752
H -0.65963 -1.78561 0.18443
H -0.27829 0.73827 -2.20072
H 2.04329 0.78168 0.36284

=====

Relative to the most stable structure, the computed energies are A 150.3; B 567.1; C 0.0, all in kJ/mol.

=====

--- A ---
9
Properties=species:S:1:pos:R:3 method="wB97M-V/def2-TZVPD" smiles="NS(=O)(=O)P" charge=0 gap_ev=10.72
N -0.60024 0.69300 1.33629
S 0.35819 0.50228 -0.07487
O 1.75026 0.61980 0.33513
O -0.26208 1.25039 -1.12235
P 0.22836 -1.55759 -0.62774
H -0.02114 0.39908 2.07729
H -1.57728 0.67264 1.16964
H 1.11031 -1.40361 -1.86019
H -0.98638 -1.17599 -1.23320

=====

--- B ---
9
Properties=species:S:1:pos:R:3 method="wB97M-V/def2-TZVPD" smiles="O=PO.NS" charge=0 gap_ev=9.01
O 1.96609 -1.31092 1.61395
P 2.35641 -0.60516 0.39997
O 1.38044 -1.13506 -0.77829
H 0.65956 -1.73631 -0.56484
N -0.73765 0.85169 0.11831
S -2.42118 0.88599 -0.32648
H -0.33610 1.79016 0.08155
H -0.67316 0.53745 1.08472
H -2.19442 0.72217 -1.62888

=====

Relative to the most stable structure, the computed energies are A 194.2; B 0.0, all in kJ/mol.